C33H50AlBr2O21 as an isolated structure, computed with ωB97M-V/def2-TZVPD.

Atoms and positions in Å:
C 3.0968 -1.8480 -2.9406
C 2.3376 -1.6976 -4.1255
Al 0.8622 -2.9882 -4.7240
C -0.4220 -3.4502 -3.1532
Br 0.0671 -4.7944 -1.7412
C -1.6761 -2.8004 -3.0585
C -2.0899 -1.6961 -4.1499
Br -2.9139 -3.2277 -1.5379
H 3.8375 -1.0434 -2.6133
H 3.0613 -2.7701 -2.2871
H 2.5989 -0.8000 -4.8069
H 1.5704 -4.3032 -5.3320
H 0.0147 -2.3788 -5.9526
H -2.1674 -2.1262 -5.1899
H -1.2659 -0.9026 -4.0935
H -3.0360 -1.1802 -3.7867
C 1.6256 3.6303 -3.2146
C 2.5888 2.5195 -3.5715
C 4.0153 2.9716 -3.6926
O 4.5527 2.0415 -4.6282
C 3.5163 1.6167 -5.4015
O 3.6373 0.9830 -6.4064
O 2.3217 2.0126 -4.8811
H 1.5745 4.3778 -4.0115
H 0.6184 3.2316 -3.0979
H 1.9141 4.1217 -2.2831
H 2.4907 1.6923 -2.8602
H 4.5503 2.9168 -2.7434
H 4.1207 3.9811 -4.1033
C -2.1531 -3.2486 1.9801
C -2.4985 -2.4884 3.2399
C -3.9553 -2.1524 3.3604
O -3.9311 -0.9575 4.1406
C -2.7292 -0.3621 3.9061
O -2.4460 0.7501 4.2391
O -1.8907 -1.1961 3.2351
H -2.3377 -2.6375 1.0936
H -1.0899 -3.5003 1.9694
H -2.7285 -4.1732 1.9013
H -2.1387 -3.0304 4.1216
H -4.5221 -2.9342 3.8681
H -4.4333 -1.9323 2.4018
C 2.1448 -1.6699 2.8802
C 2.7658 -2.5339 1.8039
C 3.9925 -3.2734 2.2562
O 4.7282 -3.4184 1.0463
C 4.3606 -2.3842 0.2375
O 4.9155 -2.0855 -0.7733
O 3.2732 -1.7332 0.7384
H 2.8199 -0.8621 3.1741
H 1.2352 -1.1950 2.5042
H 1.8890 -2.2590 3.7636
H 2.0166 -3.2172 1.3890
H 3.7556 -4.2499 2.6824
H 4.6031 -2.7124 2.9704
C -1.7549 5.6697 -7.1081
C -2.1694 4.6889 -6.0333
C -3.4292 5.0778 -5.3136
O -3.2453 4.4841 -4.0325
C -1.9023 4.3966 -3.8292
O -1.3914 4.1265 -2.7854
O -1.2144 4.6608 -4.9741
H -1.4971 6.6401 -6.6760
H -0.8607 5.3098 -7.6222
H -2.5477 5.8075 -7.8462
H -2.2429 3.6793 -6.4514
H -4.3238 4.6826 -5.7973
H -3.5424 6.1589 -5.1844
C -0.8313 2.1018 1.5878
C 0.1109 3.2830 1.6591
C -0.4750 4.5555 1.1187
O 0.6807 5.2567 0.6672
C 1.6159 4.3174 0.3608
O 2.6323 4.5412 -0.2269
O 1.2416 3.0877 0.8082
H -1.0583 1.8428 0.5501
H -0.3660 1.2202 2.0341
H -1.7643 2.3056 2.1164
H 0.4757 3.4135 2.6838
H -1.0004 5.1293 1.8838
H -1.1444 4.4009 0.2668
C 8.6428 -1.4671 6.7325
C 7.1926 -1.8851 6.6256
C 6.7147 -2.0505 5.2114
O 5.3238 -1.7620 5.3224
C 5.1785 -0.9310 6.3907
O 4.1778 -0.3391 6.6556
O 6.3297 -0.8604 7.1174
H 8.7971 -0.4725 6.3068
H 8.9418 -1.4070 7.7818
H 9.2986 -2.1775 6.2251
H 7.0157 -2.7906 7.2162
H 6.8700 -3.0631 4.8358
H 7.1636 -1.3390 4.5118
C -9.7627 -1.3109 1.8848
C -8.5365 -2.1032 2.2822
C -7.3327 -1.8204 1.4301
O -6.6109 -3.0468 1.5013
C -7.5257 -4.0273 1.7368
O -7.2987 -5.1955 1.6643
O -8.7392 -3.4984 2.0639
H -10.1031 -1.5899 0.8845
H -10.5887 -1.5266 2.5668
H -9.5655 -0.2372 1.9075
H -8.3182 -1.9537 3.3453
H -6.7323 -0.9963 1.8193
H -7.5757 -1.6195 0.3823

Summary:
**Total energy**: -8258.0346 a.u.
**Strongest force on any atom**: 3.72 eV Å⁻¹
**Total charge**: -1

Atomic partial charges in e from the Mulliken method, atoms 1 to 2:
1. C -0.453
2. C 0.094